(1)
ORCA calculation (ωB97M-V/def2-TZVPD) on a structure of composition C10H26CrO14 in a non-equilibrium geometry.

Atoms and positions in Å:
Cr -0.091 -17.528 12.701
O 5.542 -21.976 8.586
O -2.279 -24.864 10.225
O 5.082 -19.870 12.314
O 1.729 -19.278 12.943
O 1.497 -21.036 11.511
O -0.158 -15.434 13.525
O -0.200 -19.608 11.968
O 4.220 -17.308 11.516
O 1.503 -14.503 14.758
O 3.321 -22.874 10.664
O -0.655 -18.597 14.783
O -2.334 -17.445 12.840
O -0.586 -21.744 9.371
O 1.541 -16.660 14.081
C -1.993 -23.471 10.334
C -0.683 -23.159 9.586
C -1.957 -19.139 14.621
C 4.305 -18.398 10.605
C 3.390 -22.983 9.253
C 5.455 -19.269 11.083
C 0.956 -15.558 14.113
C 1.033 -19.899 12.147
C 4.136 -21.793 8.656
C -2.760 -17.932 14.111
H 3.838 -21.720 7.606
H 3.531 -16.694 11.259
H 3.370 -18.969 10.586
H 2.611 -22.243 10.891
H 5.797 -20.024 10.367
H -1.376 -21.415 8.932
H 4.430 -17.958 9.608
H 6.344 -18.646 11.249
H -0.123 -18.938 15.506
H -1.900 -23.210 11.387
H -3.058 -17.071 12.336
H 0.221 -23.405 10.143
H -2.784 -22.913 9.837
H 0.765 -13.865 14.717
H 0.611 -21.354 11.222
H -2.689 -17.225 14.939
H -1.919 -19.935 13.870
H -2.355 -19.518 15.562
H -1.872 -25.311 10.971
H -3.814 -18.225 14.115
H 3.895 -20.867 9.182
H 2.387 -23.040 8.817
H 5.921 -22.156 9.452
H 5.573 -20.690 12.402
H -0.631 -23.729 8.658
H 3.972 -23.862 8.967

Cartesian forces (eV/Å) of the 2 atoms listed first:
0.3 -0.2 1.6
0.3 0.0 0.0

## Properties
highest occupied orbital energy (spin up / spin down) = -9.18 / -9.37 eV
<S²> = 6.010
spin multiplicity = 5
orbital gap (spin up / spin down) = 8.83 / 8.93 eV



(2)
ORCA calculation (ωB97M-V/def2-TZVPD) on a structure of composition C22H21IN2Sn in a non-equilibrium geometry.

Atoms and positions in Å:
I 3.959 -0.257 -0.208
Sn 1.105 -0.125 0.141
N 1.160 1.265 -1.473
N 0.918 -1.476 -1.466
C 0.834 -3.619 -2.469
C 1.318 1.382 -3.816
C -1.056 0.074 0.619
C -1.084 0.165 3.156
C -1.767 0.158 4.370
C -3.224 0.246 -0.510
C 1.501 2.749 -3.748
C 1.935 0.858 2.658
C -1.811 0.130 -0.528
C 1.538 3.374 -2.496
C 0.978 -1.628 -3.809
C 0.887 -3.012 -3.725
C -3.900 0.307 0.695
C -3.847 0.300 3.141
C 1.155 0.609 -2.672
C 0.848 -2.824 -1.329
C -1.724 0.158 1.890
C -3.176 0.249 1.901
C 1.366 2.602 -1.353
C 2.153 -1.108 2.477
C -3.175 0.239 4.349
C 1.010 -0.835 -2.666
H 2.973 0.971 2.371
H 0.815 -3.220 -0.305
H -1.372 0.102 -1.526
H 3.147 -0.897 2.902
H -4.933 0.392 3.130
H 1.284 -1.097 3.141
H 1.761 0.625 3.711
H 1.690 4.452 -2.407
H 0.775 -4.706 -2.363
H 1.400 3.006 -0.335
H 1.621 3.327 -4.658
H -3.758 0.291 -1.457
H 1.018 -1.131 -4.767
H 1.286 0.874 -4.773
H -4.982 0.414 0.735
H -3.739 0.256 5.282
H 0.861 -3.605 -4.630
H -1.276 0.093 5.351
H 1.299 1.746 2.412
H -0.003 0.209 3.115
H 2.234 -2.083 1.943

Cartesian forces (eV/Å) of the 2 atoms listed first:
1.0 0.0 -0.3
-0.3 0.0 0.4

## Properties
relative energy (zero: lowest compared OMol25 entry of this formula, charge and spin) = 3.210 eV
highest occupied orbital energy (spin up / spin down) = -5.46 / -5.72 eV
spin multiplicity = 1
orbital gap (spin up / spin down) = 5.27 / 5.53 eV



(3)
ORCA calculation (ωB97M-V/def2-TZVPD) on an isolated molecule of C6H5Cl2N2O3P in a non-equilibrium geometry.

Atoms and positions in Å:
Cl 3.774 -2.287 0.853
Cl 5.170 -0.620 -1.532
P 4.487 -0.520 0.342
O 2.454 2.567 0.285
O 5.522 -0.155 1.277
O 4.584 2.031 0.091
N 3.372 1.810 0.182
N 3.125 0.525 0.233
C -0.391 0.397 -1.371
C -1.221 0.250 -0.272
C 1.447 0.168 -0.044
C -0.664 0.103 0.993
C 1.041 0.265 -1.287
C 0.731 0.005 1.154
H 1.075 -0.365 2.092
H -1.342 0.222 1.873
H -0.683 0.190 -2.407
H 1.710 0.569 -2.116
H -2.273 0.452 -0.343

Cartesian forces (eV/Å) of the 2 atoms listed first:
-0.8 -0.4 -0.4
-0.2 -0.4 -0.2

## Properties
relative energy (zero: lowest compared OMol25 entry of this formula, charge and spin) = 0.831 eV
highest occupied orbital energy = -10.26 eV
spin multiplicity = 1
orbital gap = 10.33 eV